Computed, not measured: a structure of composition C24H28As2Cl2N4O2SZn in a non-equilibrium geometry, with wB97M-V/def2-TZVPD.

Geometry (Å):
As 2.980 0.564 0.869
As -3.389 0.753 -2.350
Zn 0.327 -0.264 0.323
Cl -1.852 -5.958 3.283
Cl -1.624 -3.932 5.666
S -2.371 0.167 -0.633
O 0.005 0.628 4.262
O -0.474 -3.973 -1.138
N -0.006 -2.201 0.290
N -0.047 1.821 0.912
N 1.090 -0.827 -1.666
N -0.049 -0.470 2.220
C -1.268 -4.354 3.015
C 3.394 0.580 2.788
C -0.774 2.947 2.891
C 4.668 -0.270 0.239
C -4.994 1.791 -1.902
C -0.403 2.889 0.210
C -0.047 0.579 3.037
C 2.263 -2.216 -3.768
C -0.236 1.841 2.234
C 2.572 -0.881 -3.535
C 0.799 -2.112 -1.876
C 1.956 -0.234 -2.478
C -0.439 -2.682 1.500
C -0.371 -1.756 2.575
C -0.962 4.021 0.778
C 3.497 2.441 0.490
C -0.896 -3.974 1.737
C -2.364 1.885 -3.591
C -0.016 -2.870 -0.860
C -1.163 4.045 2.152
C -0.728 -2.162 3.854
C 1.350 -2.829 -2.937
C -4.064 -0.719 -3.448
C -1.176 -3.454 4.069
H -4.540 -1.443 -2.784
H -1.250 4.863 0.167
H -0.979 -4.663 0.912
H 4.748 -0.183 -0.846
H 4.664 -1.329 0.495
H -3.228 -1.207 -3.952
H -0.240 2.824 -0.859
H 3.286 -0.359 -4.153
H -5.595 1.211 -1.196
H 1.060 -3.861 -3.049
H -1.616 4.902 2.630
H 5.540 0.197 0.698
H 2.737 -2.766 -4.568
H -2.966 2.176 -4.451
H -4.697 2.724 -1.417
H -5.587 2.005 -2.793
H -0.897 2.889 3.962
H 4.382 1.007 2.977
H -2.022 2.775 -3.060
H 3.399 2.669 -0.572
H 2.646 1.157 3.330
H 2.168 0.807 -2.258
H -0.656 -1.458 4.666
H 2.837 3.106 1.044
H -1.489 1.321 -3.923
H 4.528 2.627 0.796
H 3.364 -0.438 3.175
H -4.787 -0.368 -4.183

Charge   0
LUMO   0.0 eV
Electronic energy   -241375.585 eV
Energy relative to the best compared isomer or geometry (same formula, charge and spin)   0.241 eV